No. 1
The following is a quantum chemistry calculation of a structure of composition C16H48O16, from OMol25.

Structure (XYZ):
```
80
Properties=species:S:1:pos:R:3:forces:R:3:lowdin_charge:R:1
C 16.373 25.340 24.285 0.08 4.96 -4.67 -0.412
C 15.306 24.581 23.476 1.04 0.77 2.02 -0.251
O 15.596 24.627 22.125 -0.36 0.08 -0.56 -0.030
O 16.238 25.053 25.526 2.24 -6.49 6.09 -0.107
H 16.245 26.471 24.434 0.00 -0.72 -2.39 0.147
H 17.424 25.141 24.042 -0.05 0.23 -1.46 0.125
H 14.385 25.064 23.870 -0.04 -0.48 -0.96 0.136
H 15.364 23.566 23.928 -0.26 0.12 -0.60 0.112
H 14.807 24.357 21.660 -0.24 -0.11 -0.45 0.084
H 16.889 24.198 25.384 -2.51 1.75 3.13 0.137
C 14.080 22.239 26.222 -3.46 3.75 -2.87 -0.244
C 13.104 22.845 27.283 -0.72 -4.98 0.92 -0.221
O 12.198 23.745 26.896 1.57 0.28 -6.62 -0.003
O 14.908 21.324 26.659 8.01 5.82 1.29 0.034
H 14.816 22.979 25.998 -0.59 1.75 -0.97 0.087
H 13.533 21.896 25.277 0.49 0.63 0.99 0.158
H 13.773 23.245 27.945 1.76 1.15 2.37 0.086
H 12.460 22.027 27.856 1.83 0.65 -0.99 0.161
H 11.713 24.026 27.573 -2.71 2.09 4.15 -0.028
H 14.467 20.637 26.724 -5.83 -11.04 1.52 -0.062
C 17.179 23.052 28.581 1.36 3.67 -1.83 -0.131
C 18.250 22.745 27.385 -9.88 -4.14 0.13 -0.059
O 17.489 22.661 26.110 6.02 3.97 -0.53 -0.057
O 18.031 23.509 29.661 -1.70 6.19 -4.67 -0.013
H 16.341 22.356 28.825 1.20 -0.04 -0.10 0.110
H 16.670 24.066 28.344 0.48 -1.91 -0.48 0.144
H 18.716 21.841 27.376 1.49 -2.65 1.08 0.088
H 18.863 23.438 27.245 4.97 6.20 -0.61 0.042
H 16.759 22.188 26.181 -5.24 -3.72 0.95 -0.041
H 18.081 22.788 30.090 1.41 -7.81 5.88 -0.044
C 14.255 17.929 26.049 2.20 -1.39 -0.52 -0.236
C 15.324 18.346 25.052 -2.12 -1.84 -2.17 -0.177
O 14.767 18.182 23.717 0.05 1.62 0.96 -0.039
O 14.547 18.380 27.310 2.77 0.98 2.39 -0.086
H 14.334 16.869 26.222 -0.53 -0.97 -1.20 0.131
H 13.295 18.188 25.792 -2.09 0.78 -0.83 0.092
H 16.220 17.825 25.240 1.13 -1.52 -0.03 0.110
H 15.698 19.303 25.016 -0.11 2.78 0.61 0.091
H 14.864 17.374 23.253 0.53 -1.41 0.02 0.066
H 15.494 18.057 27.425 -1.77 0.94 0.58 0.155
C 14.288 20.155 30.653 -1.30 2.98 0.06 -0.265
C 13.117 19.232 30.405 -0.68 -0.34 0.77 -0.250
O 12.740 19.512 29.101 0.67 -1.41 -2.46 -0.125
O 14.612 20.102 31.991 -3.62 6.79 0.89 0.001
H 14.071 21.334 30.305 0.29 -3.25 0.99 0.183
H 15.181 19.854 30.153 0.45 -0.34 -1.36 0.102
H 12.193 19.346 31.053 1.28 0.65 -0.49 0.151
H 13.387 18.155 30.643 0.09 0.85 -0.73 0.140
H 13.440 19.139 28.472 -1.26 0.60 1.05 0.085
H 15.072 19.385 32.073 4.36 -6.53 1.41 -0.011
C 9.365 23.156 24.922 3.43 -6.62 2.83 -0.231
C 10.463 22.704 24.031 2.86 1.19 0.10 -0.220
O 11.456 23.689 24.100 0.99 1.17 -2.81 -0.078
O 8.373 22.225 24.823 -2.21 1.27 -6.81 0.019
H 8.874 23.969 24.814 -1.77 6.46 -1.56 0.075
H 9.730 23.068 25.956 0.31 0.71 0.00 0.130
H 10.163 22.779 23.037 -0.96 -0.12 -1.86 0.099
H 11.084 21.750 24.037 -1.89 0.19 1.17 0.144
H 11.768 23.985 24.924 0.12 -0.09 2.15 0.023
H 8.319 21.809 25.565 -0.85 -4.24 6.82 -0.015
C 10.157 24.390 29.181 -2.63 4.72 6.32 -0.193
C 10.699 23.600 30.370 -0.32 -2.84 -4.05 -0.239
O 9.849 22.596 30.916 3.34 -1.13 -2.81 0.018
O 11.024 25.409 28.684 -1.33 -5.56 -4.70 0.023
H 8.989 24.895 29.678 3.29 -1.20 -1.84 0.210
H 9.903 23.718 28.547 -1.76 -3.84 -5.04 0.031
H 11.022 24.218 31.028 1.36 4.37 5.05 0.055
H 11.689 23.277 30.044 -0.15 -1.45 -0.27 0.124
H 9.235 23.068 31.375 -2.95 1.76 2.18 0.030
H 11.040 25.929 29.370 0.80 5.19 5.52 0.005
C 10.416 18.508 26.815 -1.83 -0.32 -0.39 -0.202
C 9.719 18.566 28.226 3.48 -0.88 -1.80 -0.218
O 10.145 19.751 28.773 -10.69 2.27 0.28 -0.021
O 10.128 17.272 26.122 -0.84 0.52 -0.75 -0.099
H 11.491 18.406 26.871 0.36 1.36 0.47 0.080
H 9.953 19.414 26.244 1.40 -1.36 0.83 0.150
H 10.190 17.884 28.906 -0.41 -1.75 -0.08 0.114
H 8.691 18.368 28.029 -1.01 0.55 0.60 0.115
H 10.990 19.799 28.789 9.09 0.16 0.19 -0.085
H 9.918 17.528 25.207 0.07 -0.46 0.56 0.085
```
Positions in Å, forces in eV/Å.

Results
* orbital gap: 8.9 eV
* multiplicity: 1
* energy relative to the best compared isomer or geometry (same formula, charge and spin): 331.73 kcal per mole

No. 2
The following is a quantum chemistry calculation of the molecule C11H20O, from OMol25.

Structure (XYZ):
```
32
Properties=species:S:1:pos:R:3:forces:R:3:lowdin_charge:R:1
C -0.746 0.051 2.590 0.31 1.02 0.95 -0.200
C 0.554 -0.768 2.279 -1.67 0.24 -1.29 -0.194
C 0.281 -1.959 1.260 1.12 2.20 0.18 -0.148
C -0.450 -1.643 -0.117 -0.81 -0.41 0.79 -0.102
C -0.238 -0.385 -1.005 0.05 2.64 1.06 -0.468
C -1.196 0.713 -0.475 1.65 1.51 3.30 -0.071
C -0.407 1.699 0.514 -0.31 -0.43 2.29 -0.158
C -0.798 1.554 2.089 2.45 -1.48 -1.64 -0.179
C 1.259 -0.070 -1.317 -0.24 0.71 1.27 -0.113
C 1.401 0.341 -2.749 -0.10 0.12 -0.77 -0.150
C -0.022 0.236 -3.265 0.82 -0.45 0.08 -0.182
O -0.731 -0.486 -2.286 -1.47 -3.23 -2.93 -0.101
H -0.707 0.143 3.715 -0.75 -0.16 -1.02 0.106
H -1.629 -0.547 2.282 0.38 0.44 0.31 0.101
H 0.788 -1.228 3.206 0.55 -0.60 0.81 0.073
H 1.418 -0.126 2.041 -0.40 -0.20 -0.34 0.107
H 1.299 -2.217 0.967 -0.03 -0.77 0.16 0.087
H -0.184 -2.760 1.898 0.19 0.55 -1.28 0.121
H -1.542 -1.859 0.045 0.96 0.37 -0.59 0.126
H -0.044 -2.348 -0.779 0.12 -1.82 -0.85 0.086
H -1.664 1.416 -1.228 0.34 -1.51 0.59 0.130
H -1.899 0.119 0.202 0.16 1.40 -1.41 0.113
H 0.710 1.615 0.636 -1.11 -0.16 -1.16 0.087
H -0.647 2.716 0.211 0.25 0.17 0.12 0.084
H -1.700 2.069 2.246 -1.42 0.25 0.58 0.069
H 0.007 2.058 2.680 -0.66 -0.06 -0.52 0.105
H 1.804 -0.974 -1.201 0.60 -0.78 0.60 0.104
H 1.736 0.732 -0.790 0.01 -0.08 1.19 0.094
H 1.995 -0.468 -3.177 0.37 0.76 -0.69 0.112
H 1.800 1.386 -2.876 -0.06 -1.30 -0.06 0.133
H -0.427 1.212 -3.324 -0.72 1.23 -0.30 0.098
H -0.022 -0.221 -4.269 -0.61 -0.15 0.58 0.130
```
Positions in Å, forces in eV/Å.

Results
* orbital gap: 9.9 eV
* multiplicity: 1
* SMILES string: C1CCCC2(CCC1)CCCO2
* energy relative to the best compared isomer or geometry (same formula, charge and spin): 54.33 kcal per mole

No. 3
The following is a quantum chemistry calculation of a structure of composition C8H10BCl2O2Sr, from OMol25.

Structure (XYZ):
```
24
Properties=species:S:1:pos:R:3:forces:R:3:lowdin_charge:R:1
C -0.123 1.408 3.624 0.19 0.66 0.10 0.088
C -0.323 0.473 2.909 -0.66 -0.50 -0.95 -0.179
C -0.679 -0.563 1.920 0.35 0.35 0.03 -0.079
B 0.201 -0.368 0.499 2.04 1.58 2.09 -0.898
C -0.658 0.499 -0.610 0.08 -0.15 0.50 -0.468
Cl -0.805 2.206 -0.317 -0.02 -0.53 -0.07 0.814
C -1.252 0.020 -1.685 -0.46 0.35 -0.83 -0.685
C -2.020 0.811 -2.708 0.70 -1.35 -0.04 -0.250
Cl -1.159 -1.771 -1.995 -0.70 0.95 -0.81 0.668
O 1.277 0.615 0.887 0.06 0.38 0.03 -0.106
C 2.517 0.163 0.472 0.10 -2.01 -0.18 -0.187
C 2.345 -1.394 0.410 -1.14 1.28 -0.22 -0.135
O 0.977 -1.477 0.017 -1.10 -1.20 -1.05 -0.076
H 0.137 2.353 4.031 0.01 -0.10 0.39 0.019
H -1.763 -0.495 1.777 -0.03 -0.49 0.15 0.091
H -0.361 -1.513 2.358 -0.44 -0.25 -0.27 0.105
H -2.213 1.834 -2.399 -0.06 -0.06 0.07 0.074
H -2.979 0.240 -2.862 0.17 2.47 2.03 -0.088
H -1.463 0.818 -3.700 -0.40 0.14 0.40 0.085
H 3.323 0.351 1.185 -0.06 0.71 -0.17 0.124
H 2.731 0.475 -0.561 0.40 0.33 0.19 0.118
H 2.949 -1.863 -0.366 0.16 -0.15 0.25 0.115
H 2.427 -1.873 1.390 0.44 0.03 -0.06 0.123
Sr -3.086 -0.951 -4.275 0.36 -2.45 -1.60 1.725
```
Positions in Å, forces in eV/Å.

Results
* orbital gap: 2.8 eV
* multiplicity: 1
* charge: +1

No. 4
The following is a quantum chemistry calculation of a structure of composition C21H28N2OTeY, from OMol25.

Structure (XYZ):
```
54
Properties=species:S:1:pos:R:3:forces:R:3:lowdin_charge:R:1
Y 0.993 0.023 -0.408 0.19 0.33 0.38 1.251
C -0.355 1.410 2.366 -0.01 0.00 -0.01 -0.078
N 0.889 0.720 1.984 -0.05 0.02 -0.03 -0.355
C 2.033 1.582 2.368 0.01 -0.05 -0.06 -0.096
C 0.995 -0.569 2.722 0.06 -0.08 -0.01 -0.169
C 2.070 -1.446 2.123 -0.09 -0.08 -0.06 -0.291
C 3.052 -2.015 2.920 -0.01 0.02 0.02 -0.040
C 4.034 -2.812 2.343 0.01 0.00 0.03 -0.065
C 4.031 -3.035 0.975 -0.05 -0.03 0.03 -0.078
C 3.037 -2.465 0.188 0.05 -0.02 -0.01 -0.141
C 2.029 -1.662 0.733 0.04 -0.15 -0.02 -0.268
H -0.393 1.574 3.448 0.01 0.01 -0.01 0.104
H -1.224 0.815 2.080 0.03 0.00 0.00 0.073
H -0.406 2.380 1.870 -0.01 0.00 -0.01 0.099
H 1.982 1.798 3.440 0.01 0.01 0.00 0.102
H 2.010 2.510 1.802 -0.01 0.00 0.01 0.072
H 2.969 1.071 2.150 -0.01 -0.01 0.00 0.081
H 0.022 -1.065 2.653 0.01 0.01 0.02 0.116
H 1.191 -0.374 3.783 -0.07 0.07 -0.01 0.131
H 3.064 -1.835 3.989 0.00 0.01 0.01 0.114
H 4.806 -3.247 2.963 0.00 0.00 0.00 0.110
H 4.804 -3.645 0.526 -0.01 0.00 -0.01 0.108
H 3.070 -2.647 -0.883 0.02 0.00 0.00 0.089
O -1.223 -0.032 -0.645 -0.09 -0.10 0.02 -0.162
C -2.292 -0.563 -0.216 0.08 0.05 -0.15 -0.432
C -2.259 -1.864 0.528 -0.02 0.01 0.06 -0.092
C -3.033 -2.984 -0.187 0.05 0.00 -0.05 -0.166
C -4.539 -2.935 0.039 -0.02 -0.03 0.05 -0.198
C -5.235 -1.719 -0.558 -0.06 0.05 -0.01 -0.176
C -4.768 -0.388 0.014 0.04 0.05 -0.03 -0.138
N -3.438 0.035 -0.454 -0.02 0.03 0.10 0.129
H -2.678 -1.701 1.527 -0.02 -0.03 0.00 0.137
H -1.213 -2.144 0.655 0.00 0.03 -0.02 0.107
H -2.643 -3.935 0.175 -0.02 0.01 0.04 0.122
H -2.808 -2.948 -1.257 -0.01 -0.03 0.00 0.128
H -4.735 -2.960 1.117 0.01 -0.02 0.00 0.122
H -4.985 -3.842 -0.370 -0.01 0.02 -0.03 0.120
H -6.306 -1.793 -0.361 0.00 0.00 0.00 0.122
H -5.123 -1.697 -1.646 0.03 -0.02 0.00 0.125
H -4.766 -0.408 1.107 0.00 -0.04 0.00 0.132
H -5.444 0.410 -0.286 -0.02 -0.02 0.01 0.129
H -3.368 0.906 -0.962 -0.02 -0.02 -0.04 0.168
Te 3.335 1.522 -1.237 0.01 0.04 -0.25 0.784
C 2.600 2.804 -2.755 -0.09 0.02 0.03 -0.676
C 3.423 3.817 -3.235 0.02 0.00 0.03 -0.163
C 2.973 4.680 -4.225 0.00 0.00 -0.01 -0.080
C 1.697 4.546 -4.750 -0.01 -0.01 0.00 -0.087
C 0.870 3.537 -4.280 0.01 -0.01 0.01 -0.095
C 1.322 2.674 -3.292 -0.02 -0.02 0.00 -0.189
H 4.422 3.939 -2.836 0.00 -0.01 0.00 0.090
H 3.630 5.461 -4.586 0.00 0.00 -0.01 0.108
H 1.350 5.219 -5.522 0.00 0.00 0.00 0.105
H -0.126 3.415 -4.686 0.00 0.00 -0.01 0.102
H 0.656 1.882 -2.955 0.01 0.00 -0.01 0.055
```
Positions in Å, forces in eV/Å.

Results
* orbital gap: 6.9 eV
* multiplicity: 1
* charge: +1

No. 5
The following is a quantum chemistry calculation of the ion CH2N2O4P with charge -1, from OMol25.

Structure (XYZ):
```
10
Properties=species:S:1:pos:R:3:forces:R:3:lowdin_charge:R:1
C -0.071 -1.760 -0.240 -2.21 -0.04 0.62 -0.417
N -1.024 -1.018 -0.108 1.79 -0.78 -0.33 -0.187
N 1.684 0.920 0.186 -2.26 0.56 3.27 -0.594
O 0.478 1.134 -0.233 1.80 0.47 -2.01 -0.333
O 1.821 1.041 1.418 0.50 -0.07 -0.08 -0.050
O 0.615 -2.713 -0.327 0.55 0.48 -0.26 0.094
O 2.581 0.611 -0.531 1.26 -0.43 -1.92 0.025
P -1.443 0.595 0.348 -2.71 -1.00 1.28 0.704
H -2.958 0.084 0.411 1.33 0.61 -0.23 -0.125
H -1.683 1.104 -0.925 -0.04 0.21 -0.35 -0.117
```
Positions in Å, forces in eV/Å.

Results
* orbital gap: 8.1 eV
* multiplicity: 1
* charge: -1
* energy relative to the best compared isomer or geometry (same formula, charge and spin): 47.11 kcal per mole

No. 6
The following is a quantum chemistry calculation of the molecule C5H6N2O, from OMol25.

Structure (XYZ):
```
14
Properties=species:S:1:pos:R:3:forces:R:3:lowdin_charge:R:1
H -0.397 -1.788 -2.052 1.64 -1.45 -1.41 0.004
N -1.112 -1.333 -1.589 -2.67 -0.45 -0.26 0.139
C -0.639 -0.705 -0.623 -3.99 3.03 0.63 -0.432
C -1.572 0.282 0.147 4.44 -1.41 -0.59 0.023
C -1.001 1.185 0.933 -1.43 1.37 2.68 -0.128
C 0.412 1.299 1.137 2.10 1.21 -0.42 -0.115
C 1.217 0.465 0.445 1.05 -2.06 -1.44 -0.035
N 0.641 -0.613 -0.314 3.43 0.67 1.47 -0.109
O 1.483 -1.465 -1.113 1.38 -1.05 4.14 -0.028
H -2.547 0.326 -0.143 -2.58 -0.39 -0.48 0.072
H -1.637 1.840 1.634 0.82 -0.74 -1.61 0.132
H 0.890 2.231 1.598 -0.90 -1.70 -0.42 0.128
H 2.344 0.390 0.292 -1.64 0.71 0.72 0.144
H 1.919 -2.114 -0.353 -1.64 2.27 -3.00 0.206
```
Positions in Å, forces in eV/Å.

Results
* orbital gap: 8.4 eV
* multiplicity: 1
* SMILES string: [H]/N=c1/ccccn1O
* energy relative to the best compared isomer or geometry (same formula, charge and spin): 75.22 kcal per mole

No. 7
The following is a quantum chemistry calculation of a structure of composition C12H28FGaIN2O4, from OMol25.

Structure (XYZ):
```
49
Properties=species:S:1:pos:R:3:forces:R:3:lowdin_charge:R:1
C -3.134 -0.412 -1.868 -0.06 -0.03 0.04 -0.122
C -1.906 -0.408 -2.803 0.05 0.14 -0.19 -0.395
N -1.156 -1.648 -2.917 -0.25 -0.02 0.28 -0.144
Ga 0.024 -2.207 -1.535 0.44 0.05 -0.75 -0.026
N 0.977 -3.744 -2.158 -0.17 0.06 0.13 -0.133
I -1.245 -2.944 0.687 -0.08 0.01 0.21 0.244
C 1.294 -0.781 -0.881 -0.17 -0.01 0.33 -0.405
C 0.712 0.546 -0.408 -0.30 -0.06 -0.12 -0.129
F 2.265 -0.481 -1.893 0.08 -0.07 -0.07 -0.153
H -3.151 0.456 -1.201 0.01 -0.02 -0.04 0.057
H -4.070 -0.399 -2.436 0.04 -0.07 0.04 0.051
H -3.128 -1.305 -1.241 0.01 0.07 0.01 0.010
H -1.207 0.372 -2.483 -0.03 -0.04 0.02 0.074
H -2.249 -0.097 -3.802 0.07 0.03 0.04 0.085
H -1.781 -2.385 -3.223 0.05 -0.05 -0.06 0.029
H 0.323 -4.491 -2.371 0.04 -0.04 -0.05 -0.048
H 1.548 -4.109 -1.404 0.04 -0.05 0.01 -0.047
H 1.876 -1.226 -0.066 0.03 0.00 -0.03 0.072
H 0.772 1.261 -1.233 0.02 0.00 0.06 0.066
H 1.235 0.971 0.450 0.01 0.05 -0.10 0.058
H -0.352 0.443 -0.167 0.12 -0.02 0.14 0.048
O 3.218 2.589 -0.411 0.11 0.16 0.15 0.109
C 3.727 2.771 -1.478 -0.13 -0.14 -0.17 -0.508
O 3.842 4.057 -1.918 0.10 -0.08 0.05 -0.014
C 4.545 4.381 -3.117 -0.02 0.04 -0.05 -0.255
C 3.677 4.239 -4.350 -0.04 -0.02 0.03 -0.067
C 4.163 1.631 -2.367 0.17 0.16 0.03 0.007
H 5.459 3.790 -3.199 0.00 0.01 0.01 0.106
H 4.845 5.420 -2.980 -0.01 0.00 -0.02 0.117
H 3.359 3.207 -4.496 0.02 0.00 -0.01 0.071
H 4.226 4.558 -5.237 0.01 0.01 0.00 0.076
H 2.785 4.857 -4.250 0.00 0.00 -0.01 0.081
H 3.293 1.296 -2.932 0.01 -0.01 0.01 0.088
H 4.451 0.804 -1.728 -0.05 -0.03 0.00 0.090
H 4.970 1.870 -3.054 -0.02 0.02 0.00 0.068
O -3.883 -3.312 3.246 -0.30 -0.17 0.05 0.084
C -3.459 -2.727 4.195 0.22 0.25 -0.05 -0.524
O -4.355 -2.182 5.074 0.07 -0.14 -0.02 -0.017
C -3.937 -1.581 6.297 0.00 0.05 0.03 -0.258
C -3.530 -0.132 6.118 -0.01 -0.01 -0.06 -0.068
C -1.978 -2.502 4.398 -0.08 -0.09 0.13 -0.029
H -3.142 -2.166 6.763 -0.01 0.00 0.00 0.106
H -4.811 -1.652 6.944 0.01 0.02 0.01 0.117
H -2.662 -0.040 5.464 0.00 0.00 0.02 0.069
H -3.281 0.313 7.083 -0.01 0.00 0.01 0.076
H -4.349 0.432 5.673 0.00 0.01 0.00 0.081
H -1.697 -1.615 3.830 0.01 -0.01 -0.03 0.077
H -1.456 -3.343 3.952 0.01 0.03 -0.06 0.059
H -1.668 -2.378 5.433 -0.01 0.02 0.00 0.065
```
Positions in Å, forces in eV/Å.

Results
* orbital gap: 7.1 eV
* multiplicity: 1
* charge: -1

No. 8
The following is a quantum chemistry calculation of a cluster of 2 separate species, C4H7ClIN in total, from OMol25.

Structure (XYZ):
```
14
Properties=species:S:1:pos:R:3:forces:R:3:lowdin_charge:R:1
C -1.214 0.298 0.322 2.22 1.03 -0.32 -0.713
C 1.177 -2.550 -0.256 -0.34 2.21 -2.57 -0.215
C -1.134 2.730 -0.242 1.19 1.76 1.33 -0.126
C 1.237 -1.314 0.559 -1.04 0.02 -1.78 -0.707
N -0.725 1.375 0.049 -0.55 0.04 -0.17 -0.179
Cl -2.752 -0.281 0.549 -1.69 -0.52 0.21 0.654
I 2.131 0.458 0.104 0.56 -0.57 0.02 0.907
H 0.236 -3.020 -0.419 -1.34 0.06 0.37 0.065
H 1.489 -2.308 -1.259 0.43 -0.24 -0.61 0.056
H 1.767 -3.299 0.128 1.76 -1.64 1.00 0.042
H -1.558 3.279 0.659 -0.20 -1.05 -1.23 0.108
H -1.589 2.903 -1.186 -1.79 -0.71 -0.52 0.063
H -0.303 3.414 -0.508 0.73 -0.85 0.77 0.068
H 1.238 -1.684 1.502 0.07 0.46 3.50 -0.023
```
Positions in Å, forces in eV/Å.

Results
* orbital gap (alpha / beta): 8.2 / 7.5 eV
* multiplicity: 1
* energy relative to the best compared isomer or geometry (same formula, charge and spin): 84.25 kcal per mole

> multiplicity of number 2 (C11H20O)?

1

> Look up the multiplicity of the eighth one.

1